Entry 1:
Computed, not measured: a single C20H24N2O5S molecule, with ωB97M-V/def2-TZVPD.

Each line ends with the Mulliken charge.
CARTESIAN COORDINATES (ANGSTROEM)
C 1.749 -1.511 1.815  -0.81
H 2.724 -2.006 1.769  0.47
H 1.883 -0.429 1.906  0.30
H 1.194 -1.890 2.671  0.15
O 0.961 -1.825 0.682  -0.46
C 1.457 -1.539 -0.543  0.31
C 0.663 -1.913 -1.633  -0.04
C 1.108 -1.668 -2.909  0.15
C 2.332 -1.078 -3.160  -0.67
C 3.110 -0.697 -2.083  -0.99
C 2.679 -0.916 -0.784  -0.25
H 3.298 -0.588 0.035  0.43
H 4.065 -0.222 -2.247  0.38
H 2.645 -0.926 -4.179  0.44
S 0.089 -2.115 -4.303  1.40
O 0.810 -3.013 -5.157  -0.77
O -1.219 -2.505 -3.852  -0.65
N 0.004 -0.657 -5.150  -0.31
H 0.028 -0.851 -6.141  0.31
C -1.096 0.207 -4.753  -1.46
C -0.889 0.600 -3.317  0.77
C -1.776 0.191 -2.332  -0.89
C -1.549 0.513 -1.006  -0.98
C -0.420 1.239 -0.646  1.34
C 0.479 1.635 -1.631  -0.57
C 0.238 1.330 -2.955  -0.35
H 0.933 1.641 -3.720  0.43
H 1.362 2.183 -1.341  0.46
C -0.116 1.562 0.778  0.33
O 1.010 1.508 1.240  -0.69
N -1.194 1.932 1.507  -0.10
H -2.096 1.977 1.061  0.28
C -1.132 2.216 2.918  -0.98
H -0.079 2.186 3.204  0.28
H -1.526 3.216 3.123  0.32
C -1.938 1.191 3.744  0.28
H -2.981 1.207 3.404  0.36
C -1.320 -0.207 3.684  -0.23
H -2.078 -0.958 3.910  0.41
H -0.883 -0.422 2.712  -0.07
C -0.284 -0.137 4.806  -0.57
H 0.653 0.272 4.430  0.21
H -0.085 -1.107 5.255  0.46
C -0.934 0.830 5.805  -0.65
H -1.422 0.295 6.628  0.32
O -1.941 1.555 5.109  -0.49
H -0.212 1.534 6.230  0.30
H -2.235 0.159 -0.249  0.34
H -2.635 -0.402 -2.603  0.30
H -1.081 1.091 -5.397  0.57
H -2.060 -0.305 -4.862  0.32
H -0.292 -2.384 -1.476  0.57

The energy above the lowest of the compared OMol25 structures with the same formula, charge and spin is 38.5 kcal/mol. The value obtained for the total energy is -1660.4231 Ha. The value obtained for the HOMO-LUMO gap is 9.103 eV. The maximum force comes out at 0.81 eV Å⁻¹. The calculation puts the LUMO energy at 0.44 eV.

---

Entry 2:
Computed, not measured: a single C20H24N2O5S molecule at a distorted geometry, with ωB97M-V/def2-TZVPD.

Each line ends with the Mulliken charge.
CARTESIAN COORDINATES (ANGSTROEM)
C 2.058 3.248 -2.012  -1.08
N 1.423 1.841 -1.785  0.43
S 2.415 0.472 -2.349  1.33
O 1.975 0.169 -3.714  -0.77
O 3.614 1.054 -2.327  -0.80
C 1.972 -0.479 -1.219  0.30
C 2.209 -0.091 0.181  -1.90
C 1.648 -1.224 0.978  0.15
C 1.049 -2.381 0.593  0.61
C 0.868 -2.650 -0.634  -0.34
C 1.544 -1.888 -1.653  -0.53
H 1.320 -2.039 -2.821  0.30
H 0.264 -3.515 -0.987  0.44
O 0.597 -3.324 1.602  -0.39
C 0.259 -2.910 2.811  -0.84
H 1.364 -2.525 3.453  0.26
C -0.689 -1.530 3.129  0.71
O -0.192 -0.576 3.704  -0.65
N -1.827 -1.903 2.507  0.22
C -2.257 -2.826 1.815  -0.69
H -1.703 -3.703 1.608  0.54
C -2.497 -2.333 0.358  -0.74
O -3.477 -1.348 0.382  -0.43
C -2.859 -0.137 1.134  -0.36
H -3.770 0.373 0.836  0.14
C -2.727 -0.656 2.544  -0.66
H -2.317 0.358 3.028  0.23
H -3.544 -1.008 3.019  0.57
H -2.022 0.247 0.577  0.29
H -3.222 -3.137 -0.144  0.28
H -1.736 -2.226 -0.232  0.43
H -3.359 -3.185 2.138  0.31
H -0.088 -3.783 3.438  0.42
H 1.723 -0.810 2.098  0.18
H 2.641 0.679 0.363  1.35
C 0.235 1.591 -2.120  -1.66
C -0.847 2.279 -1.193  0.26
C -0.258 2.279 0.447  -0.28
C -1.136 2.731 1.252  -0.29
C -2.105 3.500 0.915  -0.42
C -2.649 3.766 -0.222  -0.56
C -1.616 3.241 -1.322  0.62
H -2.091 3.374 -2.478  0.09
H -3.563 4.412 -0.664  0.31
H -2.846 3.917 1.583  0.27
H -1.041 2.561 2.387  0.33
H 0.364 1.653 0.593  0.31
H -0.229 0.730 -2.084  0.59
H -0.167 2.046 -3.209  0.13
H 1.949 3.648 -3.170  0.25
H 3.111 3.110 -2.008  0.36
H 1.608 3.856 -1.393  0.40

The energy above the lowest of the compared OMol25 structures with the same formula, charge and spin is 505.2 kcal/mol. The value obtained for the total energy is -1659.6794 Ha. The value obtained for the HOMO-LUMO gap is 7.919 eV. The maximum force comes out at 18.39 eV Å⁻¹. The calculation puts the LUMO energy at -0.74 eV.

---

Entry 3:
Computed, not measured: a single C20H24N2O5S molecule, with ωB97M-V/def2-TZVPD.

Each line ends with the Mulliken charge.
CARTESIAN COORDINATES (ANGSTROEM)
C -1.851 -3.937 -0.019  -1.24
C -0.833 -2.999 -0.623  -0.31
H -0.061 -2.704 0.080  0.22
H -0.392 -3.392 -1.535  0.47
S -1.658 -1.463 -1.113  1.26
O -2.792 -1.802 -1.927  -0.72
O -0.683 -0.562 -1.671  -0.67
N -2.201 -0.827 0.344  0.31
C -3.624 -0.842 0.585  -1.56
C -4.305 0.474 0.314  0.85
C -5.693 0.541 0.349  -0.75
C -6.351 1.733 0.113  -0.58
C -5.621 2.878 -0.160  -0.59
C -4.241 2.819 -0.192  -0.85
C -3.571 1.624 0.044  0.13
C -2.065 1.586 -0.012  -0.47
H -1.674 2.525 0.389  0.63
C -1.535 0.387 0.775  0.14
H -1.770 0.514 1.843  0.67
C -0.025 0.114 0.698  -0.57
O 0.409 -0.931 1.149  -0.79
N 0.731 1.116 0.208  0.14
C 2.115 1.139 -0.020  -0.31
C 2.653 2.246 -0.663  -1.18
C 4.012 2.307 -0.889  -0.64
C 4.875 1.289 -0.492  0.17
C 4.329 0.170 0.165  1.21
C 2.960 0.116 0.390  0.20
H 2.523 -0.729 0.888  0.68
O 5.176 -0.831 0.569  -0.48
C 4.627 -1.970 1.188  -0.91
H 3.918 -2.483 0.532  0.34
H 5.475 -2.624 1.388  0.25
H 4.133 -1.718 2.131  0.34
O 6.185 1.526 -0.790  -0.49
C 7.173 0.539 -0.597  -0.70
H 6.942 -0.376 -1.147  0.28
H 7.307 0.300 0.460  0.24
H 8.090 0.977 -0.991  0.29
H 4.449 3.156 -1.390  0.42
H 2.016 3.053 -0.992  0.35
H 0.246 1.889 -0.223  0.18
H -1.758 1.476 -1.057  0.37
H -3.668 3.711 -0.403  0.45
H -6.126 3.814 -0.347  0.40
H -7.430 1.770 0.139  0.39
H -6.257 -0.356 0.561  0.44
H -3.799 -1.137 1.630  0.37
H -4.044 -1.608 -0.068  0.61
H -2.676 -4.075 -0.714  0.31
H -1.404 -4.905 0.195  0.42
H -2.236 -3.517 0.907  0.28

The energy above the lowest of the compared OMol25 structures with the same formula, charge and spin is 49.0 kcal/mol. The value obtained for the total energy is -1660.4064 Ha. The value obtained for the HOMO-LUMO gap is 8.378 eV. The maximum force comes out at 0.86 eV Å⁻¹. The calculation puts the LUMO energy at 0.70 eV.

---

Entry 4:
Computed, not measured: a molecular structure, C20H24N4O3S2 at a distorted geometry, with ωB97M-V/def2-TZVPD.

Each line ends with the Mulliken charge.
CARTESIAN COORDINATES (ANGSTROEM)
C -4.450 -0.767 -1.636  -0.97
H -5.108 -1.565 -1.971  0.39
H -3.443 -0.970 -1.993  0.21
H -4.790 0.166 -2.079  0.31
C -4.471 -0.678 -0.108  -0.92
N -3.539 0.279 0.439  0.10
C -2.222 -0.052 0.665  1.75
C -1.336 0.833 1.294  -0.53
C -0.030 0.478 1.552  -1.49
C 0.463 -0.769 1.190  0.20
C -0.398 -1.680 0.566  -0.05
C -1.705 -1.306 0.310  -0.04
H -2.332 -2.032 -0.183  0.27
C 0.064 -3.060 0.191  -1.86
H -0.712 -3.580 -0.366  0.39
H 0.965 -3.038 -0.420  0.33
H 0.280 -3.642 1.089  0.39
N 1.795 -1.152 1.416  0.05
C 2.822 -0.416 1.892  0.46
O 2.747 0.718 2.326  -0.62
C 4.156 -1.162 1.822  -0.83
C 4.900 -0.761 0.561  -0.72
H 5.096 0.308 0.524  0.45
H 5.822 -1.321 0.428  0.48
S 3.905 -1.125 -0.923  1.46
O 4.763 -1.042 -2.073  -0.79
O 3.218 -2.385 -0.721  -0.66
C 2.635 0.142 -1.083  -0.51
C 1.450 -0.189 -1.681  -0.44
C 0.415 0.750 -1.844  -0.88
C 0.540 2.032 -1.383  -0.82
C 1.739 2.398 -0.752  0.61
N 2.053 3.581 -0.221  -0.78
S 3.537 3.504 0.372  0.16
N 3.884 1.990 -0.027  -0.45
C 2.820 1.451 -0.624  1.37
H -0.245 2.763 -1.490  0.62
H -0.497 0.438 -2.328  0.35
H 1.322 -1.200 -2.033  0.58
H 3.995 -2.241 1.826  0.26
H 4.750 -0.882 2.694  0.45
H 2.046 -2.031 0.979  0.12
H 0.622 1.179 2.046  0.54
H -1.658 1.810 1.610  0.28
C -3.988 1.649 0.553  -0.94
C -3.440 2.563 -0.546  -0.48
H -3.802 3.578 -0.398  0.42
H -3.759 2.220 -1.526  0.21
H -2.355 2.570 -0.521  -0.10
H -5.079 1.648 0.506  0.37
H -3.707 2.048 1.534  0.44
H -4.263 -1.660 0.325  0.48
H -5.476 -0.393 0.218  0.40

The energy above the lowest of the compared OMol25 structures with the same formula, charge and spin is 27.1 kcal/mol. The value obtained for the total energy is -2017.6527 Ha. The value obtained for the HOMO-LUMO gap is 6.401 eV. The maximum force comes out at 1.36 eV Å⁻¹. The calculation puts the LUMO energy at -0.89 eV.